A 5-piece molecular cluster, C15H35N5O5 overall at a distorted geometry. Source: OMol25; level of theory: ωB97M-V/def2-TZVPD.

Computed properties:
energy above the lowest of the compared OMol25 structures with the same formula, charge and spin: 48.1 kcal/mol
SMILES: CNC(C)=O.CNC(C)=O.CNC(C)=O.CNC(C)=O.CNC(C)=O
LUMO level: 0.3 eV

XYZ file:
```
60
Properties=species:S:1:pos:R:3:forces:R:3
C -8.5819 -0.2353 -0.9511 0.554 0.671 1.223
N -7.1632 -0.3746 -0.5542 -0.527 -1.123 -1.577
C -6.4451 0.5026 0.1433 0.263 1.156 1.822
C -5.0828 0.0123 0.6012 -0.082 0.080 0.068
O -6.8572 1.5898 0.5097 -0.219 0.289 -0.371
H -9.1168 -0.9815 -0.3635 -0.431 0.064 -0.440
H -8.8646 -0.1992 -2.0032 0.730 -0.779 -0.197
H -8.8969 0.7601 -0.6380 0.109 -0.079 0.526
H -6.6808 -1.2601 -0.6115 -0.594 -0.113 -0.429
H -5.1501 -0.7511 1.3763 -0.353 -0.386 -0.237
H -4.5864 0.8233 1.1342 0.150 0.128 -0.638
H -4.5394 -0.3714 -0.2623 0.441 0.118 0.253
C 8.5601 3.0552 0.4082 0.112 0.493 0.850
N 7.3720 2.2756 0.2481 1.375 -0.947 -0.360
C 6.1662 2.6957 -0.1002 -0.612 -0.792 0.043
C 5.1572 1.6230 -0.0646 -0.874 -1.089 -0.182
O 5.8632 3.8187 -0.3803 0.042 2.057 -0.485
H 8.5575 4.0500 -0.0373 -0.473 -0.281 -0.233
H 9.4048 2.4875 0.0180 0.116 0.163 0.260
H 8.5755 3.1876 1.4900 1.119 0.343 0.097
H 7.5079 1.3277 0.5691 -0.470 0.100 -0.263
H 5.5335 0.6881 -0.4800 0.036 -0.050 -0.041
H 4.2870 1.9297 -0.6448 -0.007 -0.018 0.307
H 4.9175 1.4268 0.9805 -0.363 0.013 0.004
C -0.5683 -1.3668 -5.4953 1.628 -0.824 -0.825
N -0.9219 -2.4863 -4.5822 -0.989 1.857 -1.362
C -0.0351 -3.0544 -3.7422 1.640 1.820 0.694
C -0.5963 -4.1805 -2.8959 0.261 -0.484 -0.675
O 1.1256 -2.5636 -3.6244 -2.539 -1.375 0.007
H 0.0329 -1.8548 -6.2624 0.457 0.242 -0.192
H 0.0637 -0.5715 -5.1001 -0.168 -0.382 0.650
H -1.3196 -0.8701 -6.1091 -0.937 -0.488 0.870
H -1.7998 -2.8844 -4.8835 0.207 -0.498 0.822
H 0.1900 -4.9344 -2.8570 -0.147 -0.081 0.332
H -1.4755 -4.6136 -3.3729 0.060 -0.087 -0.167
H -0.9394 -3.9132 -1.8965 0.479 0.421 -0.034
C 1.3246 -1.5821 4.1712 -0.354 1.074 0.012
N 0.6033 -0.2801 4.2658 4.308 -1.613 -2.011
C -0.4950 -0.1076 4.8758 -4.679 2.522 1.349
C -0.9695 1.3415 4.8542 0.345 0.492 0.399
O -1.1540 -0.9064 5.4742 -0.737 -2.314 0.930
H 1.6322 -1.6448 3.1274 0.433 -0.371 0.258
H 0.7001 -2.4379 4.4276 -0.439 0.467 -0.160
H 2.1357 -1.6062 4.8990 0.304 0.079 -0.354
H 1.0525 0.5894 4.0163 0.413 -0.537 -0.346
H -0.1154 1.7954 5.3567 -0.178 0.949 -0.019
H -1.8650 1.5351 5.4447 0.189 -0.487 0.094
H -1.1467 1.8104 3.8863 0.392 -0.252 -0.184
C 1.7396 0.0353 -0.6823 0.588 -0.747 0.508
N 0.3668 -0.1418 -1.1326 0.352 0.814 0.045
C -0.7391 0.5156 -0.6502 0.021 -0.676 -0.460
C -0.4792 1.4266 0.5112 0.142 0.762 -0.057
O -1.8373 0.3441 -1.1520 0.042 0.062 0.115
H 2.0083 0.9647 -0.1801 -0.654 0.201 -0.235
H 2.4956 -0.0916 -1.4571 -0.480 0.053 -0.487
H 1.9853 -0.7548 0.0273 0.058 -0.124 0.284
H 0.2426 -0.7343 -1.9411 -0.144 0.057 0.016
H 0.2622 0.9838 1.1763 -0.261 0.195 0.244
H -1.3692 1.8071 1.0125 -0.149 -0.771 0.029
H -0.0719 2.3514 0.1027 0.492 0.023 -0.092
```
Positions in Å, forces in eV/Å.

***

C15H36Be2Br4FInMgN2O4S as an isolated structure at a distorted geometry. Source: OMol25; level of theory: ωB97M-V/def2-TZVPD.

Computed properties:
LUMO level: -9.0 eV
net charge: +2

XYZ file:
```
67
Properties=species:S:1:pos:R:3:forces:R:3
C 0.8633 6.1797 1.7115 0.568 -0.701 -0.237
C 0.0199 5.3266 0.6729 -0.535 -0.209 1.051
C -0.9701 4.4577 1.4976 0.378 0.492 -0.758
C -1.9818 3.6749 0.6134 -0.221 -0.039 0.903
C -2.0841 2.2009 1.1206 0.543 0.398 -0.361
C -0.9005 1.2899 0.6858 -0.021 -0.792 0.112
C -1.1870 0.4869 -0.6192 0.028 -0.590 0.771
In 0.7081 -0.0459 -1.6545 0.244 0.990 -0.102
H 0.8219 5.6835 2.6939 0.043 -0.320 -0.730
H 0.4055 7.2550 1.8107 0.019 -0.770 -0.517
H 1.9206 6.2905 1.4317 -0.538 -0.011 -0.065
H 0.7467 4.6349 0.2079 -0.247 0.594 -0.197
H -0.4976 5.9776 -0.0488 0.359 -0.418 0.127
H -0.3579 3.7370 2.0759 -0.380 0.434 -0.110
H -1.4895 5.1417 2.2021 0.078 -0.601 -0.218
H -1.7939 3.7556 -0.4711 -0.025 -0.159 0.455
H -2.9790 4.1804 0.7904 0.549 -0.016 -0.520
H -2.0724 2.2320 2.2381 -0.205 -0.044 -0.480
H -3.0464 1.7421 0.7782 0.684 -0.196 0.033
H 0.0669 1.8327 0.6646 -0.693 0.092 -0.036
H -0.7726 0.5330 1.4873 0.063 0.420 -0.389
H -1.8705 0.9912 -1.3221 0.520 -0.217 0.136
H -1.6332 -0.4798 -0.3183 -0.097 0.591 -0.343
H 1.1097 1.1941 -2.8331 0.010 -0.464 -0.070
H 0.5346 -1.7502 -2.4462 1.580 -0.541 -0.196
H 2.0856 -0.0989 -0.4939 0.100 -0.603 -0.273
Mg -4.3440 3.0460 1.9225 -0.561 0.191 0.417
Br 1.1724 7.8005 3.4624 0.090 1.293 1.101
Be 2.6063 -2.3181 -2.4681 -2.891 -1.533 -0.380
C 3.7606 -5.8467 -4.8351 -0.214 0.135 0.135
C 3.1339 -4.8375 -3.9904 -0.538 0.465 0.682
N 2.5926 -4.0774 -3.3000 1.676 2.067 0.045
H 3.3617 -5.7762 -5.8478 -0.021 0.057 0.038
H 4.8393 -5.6854 -4.8570 -0.026 0.044 0.065
H 3.5490 -6.8373 -4.4290 -0.018 0.053 0.079
C 1.9763 -3.8755 0.7440 0.963 0.384 -0.159
S 3.2712 -4.5471 1.7902 0.223 -0.140 0.374
O 4.2444 -5.3538 1.0070 -0.354 0.382 -0.356
C 1.9950 -5.6468 2.3326 0.070 -1.023 0.959
H 2.3579 -3.1326 0.0553 0.393 0.604 -0.308
H 1.5089 -4.6592 0.1690 0.648 -0.350 0.247
H 1.2497 -3.4005 1.4037 0.092 0.010 -0.045
H 1.6532 -6.1682 1.4423 -0.086 -0.202 0.249
H 1.1833 -5.0743 2.7776 -0.020 -0.127 -0.020
H 2.3684 -6.3644 3.0619 0.139 0.074 -0.013
C -0.4919 -4.0903 -0.5632 -2.345 -0.978 -0.162
C -0.6589 -5.6002 -0.1120 2.820 1.221 2.128
O -0.7305 -5.7292 1.1433 -1.046 -0.634 -1.170
H 0.3783 -3.5903 -0.2185 -0.148 0.028 -0.228
H -0.4036 -4.1980 -1.6296 -0.164 1.508 -1.417
H -1.3635 -3.5015 -0.2820 -0.215 -0.241 -0.268
H 0.2222 -6.2016 -0.6301 -1.406 0.223 1.129
H -1.6905 -5.9448 -0.8451 -0.225 -0.162 -1.245
F 0.9017 -5.6665 -2.2469 -2.250 -0.624 -1.849
Be -0.6617 -5.7736 -2.0748 2.563 -0.045 2.071
C -2.5853 0.3109 -4.9633 -0.033 0.079 -0.190
N -3.5943 -0.1860 -3.9881 -0.324 -0.049 -0.062
O -4.7520 -0.2122 -4.3366 0.272 0.000 0.147
O -3.1818 -0.5366 -2.8919 0.089 0.046 -0.120
H -3.0982 0.5817 -5.8802 -0.028 -0.031 0.071
H -2.0970 1.1744 -4.5184 0.053 -0.089 0.032
H -1.8748 -0.4933 -5.1356 0.022 0.054 0.082
C -0.3155 9.1539 7.0123 0.034 0.068 -0.038
Br 1.1648 9.5847 8.1618 -0.083 -0.039 -0.052
Br -0.9831 7.3733 7.3491 0.033 0.054 -0.032
Br -1.7161 10.4674 7.1189 0.064 -0.080 0.005
H 0.0557 9.1661 5.9942 -0.051 -0.012 0.076
```
Positions in Å, forces in eV/Å.

***

C15H36FeN5O6 as an isolated structure at a distorted geometry. Source: OMol25; level of theory: ωB97M-V/def2-TZVPD.

Computed properties:
energy above the lowest of the compared OMol25 structures with the same formula, charge and spin: 7.5 kcal/mol
multiplicity: 5
LUMO level (alpha / beta): -1.7 / -1.7 eV
net charge: +1

XYZ file:
```
63
Properties=species:S:1:pos:R:3:forces:R:3
Fe 0.6990 -0.4908 0.2903 1.369 -0.528 0.658
O 2.2095 -1.5331 0.9377 -0.634 0.158 -0.363
H 1.9038 -2.2862 1.4505 0.193 -0.047 0.056
C -0.8467 -3.0760 -1.1288 0.327 0.275 -0.481
O -0.7230 -1.9816 -0.5925 -0.384 -0.040 0.351
N -1.8555 -3.9225 -0.9338 -0.326 -0.284 0.371
C -1.9416 -5.2039 -1.5818 -0.100 -0.852 -0.615
C -2.9540 -3.6054 -0.0502 -0.143 0.914 0.376
H -0.1322 -3.4151 -1.8937 0.076 -0.138 0.162
H -2.9576 -5.4232 -1.9179 -0.088 0.368 0.061
H -1.6826 -6.0393 -0.9270 0.206 0.185 0.155
H -1.3271 -5.2631 -2.4799 0.209 0.177 0.161
H -3.8249 -3.3255 -0.6470 -0.158 -0.301 0.086
H -3.1879 -4.4016 0.6549 0.023 -0.278 -0.300
H -2.7128 -2.7307 0.5531 0.252 0.000 -0.129
C 3.0254 1.7918 1.1418 0.973 0.267 0.665
O 1.9427 1.3879 0.7680 -0.313 0.306 -0.123
N 3.3023 3.0474 1.5449 -0.402 0.241 -0.095
C 2.3036 4.0949 1.5599 -0.939 0.084 0.332
C 4.6184 3.4751 2.0110 0.120 -0.538 -0.397
H 3.9459 1.1925 1.2401 -0.354 -0.522 -0.248
H 2.3589 4.6032 2.5232 0.132 0.298 -0.162
H 1.2764 3.7337 1.4965 0.253 -0.623 0.069
H 2.3580 4.8024 0.7292 0.604 0.066 0.078
H 5.4130 2.8154 1.6575 -0.186 0.025 -0.404
H 4.7493 4.4692 1.5903 0.453 0.076 0.324
H 4.7481 3.4414 3.0942 -0.481 0.416 0.082
C 1.7085 -0.2802 -2.8170 0.545 0.244 -0.429
O 1.3986 -0.1892 -1.6464 -0.082 0.218 -0.514
N 2.8835 0.1309 -3.3297 0.163 -0.600 0.177
C 3.3634 -0.4075 -4.5878 -0.019 0.124 -0.677
C 3.9141 0.7252 -2.5054 0.034 0.867 0.436
H 1.0482 -0.6491 -3.6185 -0.161 -0.254 0.278
H 2.7245 -1.1776 -5.0202 -0.252 0.039 0.349
H 4.3372 -0.8699 -4.4272 0.042 0.069 -0.052
H 3.4443 0.3703 -5.3505 0.228 0.065 0.112
H 4.3321 1.5929 -3.0215 0.096 -0.172 -0.212
H 3.5016 1.1275 -1.5820 -0.259 -0.319 -0.011
H 4.7277 0.0461 -2.2497 -0.121 -0.220 -0.116
C -1.1331 2.1091 -0.1636 -0.868 0.105 -0.043
O -0.6433 0.9850 -0.1512 -0.496 0.677 -0.215
N -2.2998 2.4014 -0.7464 -0.328 0.083 -0.508
C -3.0306 1.4003 -1.5194 0.408 -0.368 0.307
C -2.8760 3.7626 -0.6941 0.591 -1.143 -0.087
H -0.7469 3.0158 0.3207 0.657 -0.368 0.222
H -3.4537 1.8220 -2.4284 -0.141 0.217 0.164
H -3.7938 0.9534 -0.8804 -0.252 0.058 -0.220
H -2.3576 0.5974 -1.8179 0.115 0.080 0.124
H -2.4977 4.2352 0.2086 -0.104 0.338 -0.141
H -2.5852 4.2825 -1.6053 -0.147 0.343 0.127
H -3.9566 3.6574 -0.6440 -0.023 0.181 0.074
C -0.8618 -1.2977 3.0143 0.331 0.396 0.100
O -0.3132 -0.5810 2.1846 -0.437 -0.207 0.284
N -2.1755 -1.3150 3.2417 -1.391 -0.286 0.373
C -2.8293 -2.1452 4.2419 0.131 -0.929 0.105
C -3.1041 -0.4955 2.4952 0.182 0.664 -0.973
H -0.2926 -1.9409 3.6988 0.022 -0.122 -0.108
H -3.5965 -2.7932 3.8073 -0.104 0.359 -0.375
H -3.3175 -1.5581 5.0178 0.181 0.164 0.031
H -2.1634 -2.8849 4.6895 0.387 0.459 0.110
H -3.8051 0.0645 3.1145 0.244 -0.115 0.400
H -2.5386 0.2126 1.8881 0.041 -0.013 0.111
H -3.7202 -1.0638 1.7932 0.108 -0.338 0.128
```
Positions in Å, forces in eV/Å.

***

Record order is preserved below.
Total energy: -1242.52465 -12216.18511 -2581.93284 Eh
Record order is preserved below.
Molar mass: 365.5 836.3 438.3 g/mol